Formula: C37H43CuN7O2S2Se
Source: OMol25
Level of theory: wB97M-V/def2-TZVPD

Each line ends with the Mulliken spin population.
Element x y z (Å)
Cu: -1.263 0.273 -0.486  0.486
S: -2.479 -0.475 1.235  0.253
C: -2.267 0.785 2.444  -0.012
C: -2.936 0.682 3.666  -0.009
C: -2.787 1.645 4.649  0.002
C: -1.951 2.734 4.426  0.000
C: -1.289 2.853 3.216  -0.011
C: -1.450 1.899 2.207  -0.028
S: -0.642 2.111 0.660  0.263
H: -3.580 -0.174 3.835  -0.003
H: -3.315 1.542 5.589  0.000
H: -1.821 3.491 5.190  0.000
H: -0.645 3.704 3.027  -0.005
C: 3.634 3.809 -4.813  0.000
O: 2.496 4.196 -4.060  0.000
C: 1.729 5.196 -4.540  0.001
C: 2.058 6.000 -5.624  0.000
C: 1.201 7.023 -6.016  0.001
C: 0.015 7.252 -5.342  0.000
C: -0.327 6.434 -4.273  0.000
C: 0.512 5.408 -3.880  -0.001
N: 0.165 4.595 -2.763  0.004
C: 0.067 3.276 -2.695  -0.012
C: 0.087 2.300 -3.685  -0.002
C: 0.067 2.527 -5.096  0.002
C: -0.034 1.492 -5.966  0.000
C: -0.116 0.160 -5.466  0.003
C: -0.102 -0.111 -4.137  -0.004
C: 0.019 0.943 -3.167  0.013
O: 0.093 0.698 -1.932  0.019
H: 4.047 2.944 -4.303  0.000
H: 4.380 4.607 -4.840  0.000
H: 3.350 3.532 -5.830  0.000
H: 2.984 5.843 -6.156  0.000
H: 1.475 7.644 -6.858  0.000
H: -0.647 8.050 -5.647  0.000
H: -1.260 6.575 -3.743  0.000
H: 0.011 5.081 -1.891  0.000
H: -0.082 2.912 -1.686  0.012
H: 0.100 3.537 -5.479  0.001
H: -0.067 1.669 -7.032  0.000
H: -0.197 -0.657 -6.174  0.000
H: -0.162 -1.123 -3.759  0.001
C: 3.103 -2.442 3.862  0.000
C: 3.656 -1.048 3.555  0.000
C: 3.249 -0.487 2.190  0.000
C: 1.844 0.092 2.091  -0.005
N: 0.791 -0.852 2.446  0.003
C: 0.336 -1.847 1.654  0.002
Se: 0.893 -2.156 -0.072  0.004
N: -0.612 -2.520 2.350  0.006
C: -1.429 -3.611 1.849  0.005
C: -1.116 -4.934 2.542  0.003
C: 0.294 -5.452 2.274  0.000
C: 0.489 -5.950 0.846  0.000
C: -0.793 -1.922 3.588  -0.012
C: -1.657 -2.205 4.634  0.006
C: -1.568 -1.402 5.760  0.004
C: -0.653 -0.350 5.831  0.002
C: 0.197 -0.059 4.776  0.000
C: 0.104 -0.861 3.651  -0.012
H: 3.628 -2.890 4.707  0.000
H: 3.235 -3.102 3.000  0.000
H: 2.043 -2.428 4.111  0.000
H: 4.747 -1.103 3.582  0.000
H: 3.372 -0.348 4.348  0.000
H: 3.368 -1.260 1.427  0.000
H: 3.926 0.328 1.916  0.000
H: 1.640 0.448 1.085  0.000
H: 1.726 0.945 2.761  0.000
H: -1.240 -3.670 0.779  0.001
H: -2.473 -3.324 1.990  -0.002
H: -1.849 -5.672 2.200  0.000
H: -1.270 -4.822 3.618  0.000
H: 0.506 -6.264 2.974  0.000
H: 1.020 -4.662 2.491  0.000
H: -0.242 -6.727 0.605  0.000
H: 1.484 -6.376 0.711  0.000
H: 0.388 -5.132 0.128  0.000
H: -2.376 -3.011 4.577  -0.001
H: -2.228 -1.589 6.597  0.000
H: -0.618 0.264 6.721  0.000
H: 0.886 0.773 4.827  0.000
N: -1.686 -3.688 -1.532  -0.001
C: -2.766 -3.737 -2.328  0.000
N: -3.169 -4.947 -2.776  0.000
N: -3.469 -2.694 -2.715  0.001
C: -2.989 -1.542 -2.317  0.019
N: -2.495 -0.580 -1.910  0.004
H: -1.110 -4.498 -1.389  0.000
H: -1.317 -2.803 -1.190  0.003
H: -2.838 -5.793 -2.351  0.000
H: -4.033 -4.972 -3.287  0.000

Output
Maximum force in eV Å⁻¹: 0.7
LUMO energy (spin up / spin down) in eV: -0.329 / -0.445
Kohn-Sham gap (spin up / spin down) in eV: 6.07 / 5.90
E in a.u.: -6807.8664
Expectation value of S²: 0.76
E_HOMO (spin up / spin down) in eV: -6.3975 / -6.3410
Energy above the lowest of the compared OMol25 structures with the same formula, charge and spin in kJ/mol: 0.0
2S+1: 2